C25H24Cl2N6ORe | ωB97M-V with the def2-TZVPD basis set

Results
- F_max (eV/A) = 0.6
- HOMO-LUMO gap (alpha / beta) (Eh) = 0.2338 / 0.2273
- ⟨S²⟩ = 0.773
- energy above the lowest of the compared OMol25 structures with the same formula, charge and spin (kJ/mol) = 0.0
- total charge = +2
- E_HOMO (alpha / beta) (eV) = -13.75 / -13.75
- multiplicity = 2

Positions of all 59 atoms, in Å:
Re 0.436 1.195 -1.615
Cl 0.333 2.637 0.214
C 0.197 1.458 1.601
Cl 0.430 -0.141 0.876
H -0.804 1.559 2.011
H 0.994 1.661 2.307
C 0.498 2.370 -3.056
H 0.614 1.893 -4.046
H 0.501 3.459 -3.119
N 8.894 -5.200 -0.185
C 8.139 -4.363 -0.400
C 7.191 -3.315 -0.669
C 6.079 -3.579 -1.465
C 5.167 -2.571 -1.728
C 5.374 -1.319 -1.173
C 6.476 -1.039 -0.381
C 7.393 -2.045 -0.134
N 4.423 -0.275 -1.431
C 4.711 0.989 -1.899
C 3.528 1.638 -2.005
N 2.512 0.783 -1.592
C 3.106 -0.364 -1.252
H 5.942 -4.564 -1.889
H 4.325 -2.753 -2.384
H 6.610 -0.055 0.050
H 8.261 -1.852 0.481
H 5.715 1.287 -2.147
H 3.326 2.634 -2.354
H 2.626 -1.248 -0.867
C -2.649 2.275 4.267
C -3.372 1.369 3.306
C -4.578 1.752 2.729
C -5.292 0.885 1.914
C -4.816 -0.395 1.666
N -5.597 -1.291 0.876
C -5.104 -2.182 -0.042
O -5.628 -3.227 -0.326
N -3.899 -1.802 -0.673
C -3.507 -0.527 -1.039
C -4.388 0.545 -1.207
C -3.890 1.777 -1.585
C -2.536 1.945 -1.782
N -1.677 0.927 -1.595
C -2.156 -0.278 -1.236
C -3.611 -0.795 2.233
C -2.898 0.084 3.032
H -3.061 3.283 4.249
H -1.583 2.351 4.037
H -2.732 1.901 5.288
H -4.984 2.734 2.941
H -6.241 1.194 1.490
H -6.496 -1.573 1.242
H -3.487 -2.579 -1.169
H -5.449 0.399 -1.062
H -4.555 2.614 -1.743
H -2.118 2.890 -2.094
H -1.435 -1.071 -1.081
H -3.259 -1.809 2.086
H -1.999 -0.270 3.528

These are the natural (NBO) partial charges, in e, on atoms 1 to 4:
1 Re 0.976
2 Cl 0.226
3 C -0.365
4 Cl 0.065

C30H33BClFeN8O2 | ωB97M-V with the def2-TZVPD basis set

Results
- F_max (eV/A) = 0.8
- HOMO-LUMO gap (Eh) = 0.1505
- energy above the lowest of the compared OMol25 structures with the same formula, charge and spin (kJ/mol) = 34.9
- total charge = -1
- E_HOMO (eV) = -2.02

Positions of all 76 atoms, in Å:
Fe -0.248 -0.377 -0.464
C 1.866 -1.856 2.922
C 0.895 -1.271 1.951
N 1.043 -1.314 0.677
N 2.156 -1.848 0.097
C 2.001 -1.781 -1.226
O 0.978 -1.366 -1.836
C 3.165 -2.250 -2.040
C 2.986 -2.482 -3.400
C 4.053 -2.891 -4.185
C 5.310 -3.058 -3.620
C 5.495 -2.821 -2.264
C 4.426 -2.423 -1.475
C -0.346 -0.584 2.369
C -0.712 -0.360 3.687
C -1.926 0.251 3.951
C -2.752 0.601 2.898
C -2.314 0.357 1.607
N -1.139 -0.206 1.353
H 2.844 -1.938 2.453
H 1.549 -2.862 3.213
H 1.944 -1.251 3.825
H 2.001 -2.328 -3.820
H 3.905 -3.077 -5.242
H 6.144 -3.377 -4.233
H 6.475 -2.949 -1.820
H 4.548 -2.240 -0.416
H -0.051 -0.642 4.493
H -2.217 0.463 4.971
H -3.709 1.075 3.063
H -2.901 0.634 0.740
B -3.285 -0.458 -2.403
N -2.713 -1.701 -1.648
C -3.342 -2.884 -1.632
C -2.646 -3.751 -0.811
C -1.574 -2.987 -0.352
N -1.632 -1.757 -0.862
N -2.318 0.760 -2.379
C -2.553 1.861 -3.102
C -1.725 2.874 -2.656
C -0.986 2.284 -1.632
N -1.347 1.008 -1.477
H -3.478 -0.763 -3.560
H -4.327 -0.146 -1.856
H -4.242 -3.020 -2.208
H -2.879 -4.777 -0.584
H -0.762 -3.254 0.305
H -3.318 1.852 -3.861
H -1.670 3.889 -3.008
H -0.238 2.715 -0.988
C 4.798 1.512 -0.650
N 3.427 1.359 -1.079
C 3.176 1.265 -2.506
C 2.437 1.200 -0.193
O 1.268 1.024 -0.508
H 5.233 2.416 -1.083
H 5.394 0.651 -0.963
H 4.835 1.594 0.435
H 3.545 2.164 -3.004
H 2.106 1.163 -2.668
H 3.683 0.391 -2.920
H 2.754 1.267 0.855
Cl -0.005 7.864 5.179
C 0.087 6.360 4.266
C 1.263 5.615 4.251
C 1.340 4.439 3.541
C 0.236 3.910 2.783
C 0.302 2.726 2.071
C -0.950 4.724 2.838
C -1.015 5.899 3.551
H 2.124 5.970 4.807
H 2.271 3.880 3.554
H -0.554 2.345 1.535
H 1.207 2.130 2.079
H -1.826 4.394 2.287
H -1.934 6.476 3.558

These are the Mulliken partial charges, in e, on atoms 1 to 4:
1 Fe 0.012
2 C -2.094
3 C 1.069
4 N 1.781

C6H10O | ωB97M-V with the def2-TZVPD basis set

Results
- F_max (eV/A) = 0.3
- HOMO-LUMO gap (Eh) = 0.2795
- energy above the lowest of the compared OMol25 structures with the same formula, charge and spin (kJ/mol) = 352.3
- E_HOMO (eV) = -7.45

Positions of all 17 atoms, in Å:
C 1.914 -0.725 -0.662
C 0.721 -0.641 0.229
O 1.208 1.140 1.161
C 0.003 1.351 0.710
C -0.456 1.239 -0.710
C -0.557 -0.110 -0.058
C -1.841 -0.756 0.383
H 1.878 -1.710 -1.153
H 1.927 0.044 -1.435
H 2.836 -0.669 -0.080
H 0.757 -1.324 1.080
H -0.716 1.879 1.362
H -1.408 1.721 -0.924
H 0.278 1.381 -1.503
H -2.306 -1.341 -0.421
H -1.671 -1.434 1.229
H -2.578 -0.009 0.703

These are the natural (NBO) partial charges, in e, on atoms 1 to 4:
1 C -0.664
2 C 0.252
3 O -0.729
4 C 0.352

Q: What is the energy above the lowest of the compared OMol25 structures with the same formula, charge and spin in the first record?
A: 0.0 kJ/mol